{
  "formula": "C47H109N5O6",
  "method": "ωB97M-V/def2-TZVPD",
  "species": ["O", "C", "O", "O", "H", "C", "C", "C", "C", "N", "C", "C", "C", "C", "C", "C", "C", "H", "H", "H", "H", "H", "H", "H", "H", "H", "H", "H", "H", "H", "H", "H", "H", "H", "H", "H", "H", "H", "H", "H", "H", "C", "C", "C", "C", "N", "C", "C", "C", "C", "C", "C", "C", "H", "H", "H", "H", "H", "H", "H", "H", "H", "H", "H", "H", "H", "H", "H", "H", "H", "H", "H", "H", "H", "H", "H", "H", "C", "C", "N", "C", "C", "C", "C", "C", "O", "C", "H", "H", "H", "H", "H", "H", "H", "H", "H", "H", "H", "H", "H", "H", "H", "H", "H", "H", "H", "H", "C", "C", "N", "C", "C", "C", "C", "C", "O", "C", "H", "H", "H", "H", "H", "H", "H", "H", "H", "H", "H", "H", "H", "H", "H", "H", "H", "H", "H", "H", "C", "C", "N", "C", "C", "C", "C", "C", "O", "C", "H", "H", "H", "H", "H", "H", "H", "H", "H", "H", "H", "H", "H", "H", "H", "H", "H", "H", "H", "H"],
  "coordinates": [[-3.005, 18.300, 7.039], [-2.154, 19.214, 7.662], [-2.448, 20.415, 7.827], [-1.116, 18.648, 8.141], [-2.410, 17.572, 7.331], [-2.151, 16.141, 4.604], [-0.882, 15.269, 4.820], [0.447, 16.012, 4.528], [0.726, 16.981, 5.657], [1.857, 17.965, 5.304], [3.220, 17.309, 5.395], [3.666, 17.344, 6.861], [2.778, 18.431, 7.532], [1.901, 18.997, 6.414], [1.717, 18.597, 3.948], [0.370, 19.325, 3.694], [0.394, 20.228, 2.463], [-2.171, 16.964, 5.309], [-2.936, 15.384, 4.644], [-2.229, 16.533, 3.586], [-1.009, 14.379, 4.207], [-0.914, 14.972, 5.871], [0.312, 16.559, 3.600], [1.196, 15.220, 4.504], [1.084, 16.528, 6.579], [-0.140, 17.626, 5.786], [3.922, 17.946, 4.862], [3.136, 16.276, 5.073], [4.709, 17.616, 6.992], [3.500, 16.348, 7.269], [3.412, 19.132, 8.066], [2.090, 17.972, 8.243], [2.295, 19.915, 5.974], [0.924, 19.280, 6.806], [1.925, 17.986, 3.074], [2.454, 19.400, 3.984], [0.117, 19.954, 4.550], [-0.398, 18.564, 3.539], [-0.063, 21.184, 2.723], [-0.145, 19.854, 1.593], [1.412, 20.440, 2.129], [-5.411, 28.491, 16.367], [-5.065, 28.800, 14.911], [-5.141, 27.554, 14.021], [-5.117, 27.948, 12.564], [-5.439, 26.871, 11.545], [-6.858, 26.354, 11.803], [-7.716, 26.548, 10.558], [-6.805, 26.978, 9.398], [-5.506, 27.395, 10.114], [-4.439, 25.711, 11.678], [-4.549, 24.631, 10.607], [-3.457, 23.536, 10.755], [-5.460, 29.422, 16.931], [-4.687, 27.806, 16.804], [-6.420, 28.091, 16.483], [-4.069, 29.231, 14.807], [-5.800, 29.549, 14.603], [-5.974, 26.896, 14.281], [-4.258, 26.917, 14.157], [-4.157, 28.418, 12.337], [-5.853, 28.744, 12.415], [-6.728, 25.299, 12.045], [-7.435, 26.723, 12.649], [-8.268, 25.642, 10.317], [-8.447, 27.335, 10.740], [-6.733, 26.173, 8.670], [-7.154, 27.894, 8.928], [-4.603, 27.201, 9.540], [-5.505, 28.459, 10.357], [-4.662, 25.386, 12.693], [-3.491, 26.250, 11.649], [-4.562, 25.114, 9.627], [-5.535, 24.162, 10.556], [-2.449, 23.925, 10.844], [-3.577, 22.808, 9.951], [-3.775, 22.951, 11.620], [0.337, 16.316, 10.105], [0.436, 17.589, 10.931], [-0.719, 17.826, 11.875], [-1.973, 17.124, 11.396], [-0.446, 17.180, 13.269], [-0.643, 15.672, 13.353], [-1.106, 19.279, 11.898], [-0.010, 20.284, 12.238], [0.318, 20.210, 13.577], [1.303, 21.117, 14.025], [0.242, 15.332, 10.558], [1.255, 16.286, 9.509], [-0.432, 16.388, 9.332], [0.534, 18.370, 10.179], [1.407, 17.493, 11.417], [-2.417, 17.640, 10.542], [-2.690, 17.214, 12.207], [-1.813, 16.118, 11.033], [-1.210, 17.660, 13.882], [0.520, 17.564, 13.583], [-1.644, 15.329, 13.129], [-0.417, 15.363, 14.378], [0.161, 15.134, 12.847], [-2.054, 19.337, 12.437], [-1.483, 19.520, 10.899], [-0.339, 21.283, 11.924], [0.816, 20.036, 11.553], [1.231, 21.212, 15.102], [1.315, 22.112, 13.563], [2.320, 20.811, 13.747], [-4.368, 24.141, 7.093], [-4.010, 24.180, 5.581], [-3.240, 22.983, 5.081], [-2.929, 23.178, 3.609], [-1.898, 22.918, 5.799], [-0.964, 24.126, 5.664], [-4.056, 21.681, 5.344], [-3.540, 20.460, 4.614], [-3.732, 20.605, 3.234], [-3.360, 19.476, 2.485], [-5.196, 23.466, 7.296], [-4.692, 25.159, 7.305], [-3.524, 23.862, 7.713], [-3.518, 25.099, 5.260], [-4.890, 24.259, 4.934], [-2.162, 22.451, 3.376], [-2.576, 24.190, 3.426], [-3.882, 23.051, 3.105], [-1.442, 22.003, 5.425], [-2.100, 22.734, 6.849], [0.032, 23.916, 6.045], [-1.442, 24.984, 6.131], [-0.773, 24.340, 4.610], [-5.068, 21.927, 5.019], [-4.049, 21.631, 6.429], [-4.090, 19.619, 5.056], [-2.482, 20.205, 4.764], [-3.914, 19.400, 1.544], [-3.569, 18.513, 2.957], [-2.334, 19.581, 2.118], [-8.781, 21.186, 4.686], [-8.425, 19.725, 4.344], [-8.011, 18.814, 5.532], [-9.357, 18.599, 6.194], [-7.510, 17.515, 5.002], [-6.233, 17.558, 4.193], [-7.078, 19.638, 6.440], [-6.237, 18.830, 7.409], [-7.215, 18.006, 8.018], [-6.734, 16.875, 8.707], [-8.661, 21.672, 3.713], [-8.102, 21.786, 5.290], [-9.808, 21.326, 5.010], [-7.595, 19.713, 3.641], [-9.281, 19.255, 3.870], [-9.726, 19.513, 6.646], [-9.161, 17.941, 7.037], [-9.991, 18.089, 5.477], [-8.323, 17.056, 4.438], [-7.413, 16.868, 5.875], [-6.185, 18.201, 3.318], [-6.035, 16.509, 3.969], [-5.362, 17.857, 4.786], [-7.702, 20.349, 6.976], [-6.532, 20.245, 5.717], [-5.750, 19.372, 8.225], [-5.484, 18.255, 6.861], [-7.458, 16.445, 9.398], [-5.886, 17.103, 9.363], [-6.425, 16.074, 8.029]],
  "mulliken_charge": [-0.116, 0.332, -0.878, -0.291, 0.097, -0.498, -1.251, -0.378, -0.447, 0.788, -0.591, -0.865, 0.090, -0.616, -2.005, 2.409, -1.478, -0.101, 0.561, 0.256, 0.514, 0.371, 0.260, 0.377, 0.767, -0.403, 0.528, 0.319, 0.352, 0.369, 0.629, -0.570, 0.522, 0.060, 0.154, 0.740, -0.567, -0.421, 0.167, 0.358, 0.494, -1.371, -0.465, -0.510, -1.164, 0.583, -0.591, -0.870, -0.354, -0.754, -1.285, 0.642, -1.345, 0.408, 0.344, 0.345, 0.323, 0.343, 0.480, 0.315, 0.517, 0.540, 0.283, 0.437, 0.383, 0.356, 0.033, 0.490, 0.340, 0.570, 0.500, 0.413, -0.364, 0.420, 0.386, 0.260, 0.449, -1.409, -0.342, 1.251, -1.415, -0.386, -1.256, -0.558, -0.784, -0.365, -0.814, 0.392, 0.454, 0.151, 0.254, 0.224, 0.163, 0.534, 0.480, 0.358, 0.400, 0.337, 0.444, 0.321, 0.651, 0.110, 0.535, 0.351, 0.278, 0.321, 0.328, -0.700, -1.084, 0.457, -1.299, 0.248, -1.495, -1.105, 2.287, -0.625, -0.245, 0.386, 0.368, 0.172, 0.621, 0.570, 0.353, 0.535, 0.412, -0.032, 0.258, 0.454, 0.330, 0.334, 0.528, 0.225, -0.716, -0.588, 0.332, -0.020, -0.053, -1.286, -0.222, 0.172, -1.031, -0.693, -0.561, -0.619, -0.558, -0.405, -0.715, 0.473, 0.264, 0.381, 0.296, 0.480, 0.403, 0.320, 0.478, 0.499, 0.378, 0.338, 0.515, -0.276, 0.317, 0.415, 0.804, -0.050, 0.286, 0.240, 0.319],
  "energy_ev": -70206.2478,
  "lumo_energy_ha": -0.27251,
  "total_charge": 4
}